A cluster of 2 separate species, CH6N4OS in total at a distorted geometry. Source: OMol25; level of theory: ωB97M-V/def2-TZVPD.

Calculated values
E in eV: -19967.8321
HOMO in eV: -9.1206
Orbital gap in hartree: 0.2773
Energy relative to the best compared isomer or geometry (same formula, charge and spin) in eV: 7.397
Net charge: 0

Each atom is followed by the atoms it is bonded to, with distances in Å.
Element x y z (Å)
1 S -1.3283 2.2287 -0.1521  N3 1.808, H9 1.633
2 O -1.9064 -0.6756 1.3536  N5 1.526
3 N -0.1035 0.9944 -0.6480  S1 1.808, C7 1.330
4 N 1.5076 -1.1149 -1.4647  N6 1.355, H12 1.177, H13 1.079
5 N -0.5695 0.0604 1.3462  O2 1.526, C7 1.386, H8 0.988
6 N 1.0627 -1.0331 -0.1875  N4 1.355, C7 1.422, H10 0.993
7 C 0.0456 -0.0865 0.1132  N3 1.330, N5 1.386, N6 1.422
8 H -0.0871 -0.4679 2.0283  N5 0.988
9 H -0.2557 2.8480 0.9115  S1 1.633
10 H 0.5380 -1.7961 0.1706  N6 0.993
11 H -2.5111 0.3267 -0.0277  no bonds
12 H 2.6728 -0.9521 -1.5065  N4 1.177
13 H 0.9350 -0.3319 -1.9369  N4 1.079